C24H80O16 | ωB97M-V with the def2-TZVPD basis set

The calculation puts the strongest force on any atom at 3.79 eV Å⁻¹. As for the LUMO energy: -0.07 eV. As for the relative energy (zero: lowest compared OMol25 entry of this formula, charge and spin): 101.88 kcal per mole. Its spin multiplicity is 1. The net charge is 0.

Atoms and positions in Å:
O  3.18341  5.62435  -4.92143
O  6.73830  -2.79911  2.17101
O  -5.11238  4.21657  5.81004
O  -4.07010  -1.27815  -7.59261
O  2.22082  8.79669  1.82420
O  -4.91285  3.75017  -4.29460
O  5.09875  5.44295  -0.36328
O  0.54778  -2.15665  -7.42685
O  -7.57329  -0.94064  0.69450
O  -0.49301  -1.42116  -1.61411
O  1.64919  -5.23421  1.18383
O  -4.56701  -1.90533  6.34354
O  3.20529  -6.29326  -6.41304
O  -0.42977  0.05932  8.04730
O  -6.90406  -1.18415  -3.76024
O  2.04320  2.06849  -8.33164
C  0.73464  -0.13382  7.31569
C  -3.64799  5.42877  7.03208
C  -5.12518  4.96558  6.97073
C  7.12985  -1.56586  1.80851
C  -0.66658  -0.10507  -1.15232
C  1.87830  -7.51436  1.87544
C  0.85117  8.77098  1.85431
C  -5.93227  -0.35211  -9.08750
C  -4.68467  -1.26834  -8.92509
C  6.32803  -0.57312  2.67555
C  3.79491  -7.85992  -4.77173
C  -4.84437  -2.71518  -9.32273
C  8.66795  -1.52298  2.03757
C  0.95125  -6.49022  1.23204
C  0.98323  -1.63554  7.33294
C  1.92418  0.70858  7.78058
C  -0.32266  -6.34168  2.04882
C  0.33668  7.51361  1.08523
C  3.39130  -6.41295  -5.04699
C  -5.53716  4.10443  8.16539
C  0.64491  0.49597  -1.47849
C  4.40392  -5.39530  -4.61639
C  -1.00850  -0.05479  0.33409
C  0.30192  10.08504  1.28186
H  2.36030  5.51551  -5.39774
H  -0.98332  -7.19509  2.20152
H  1.73050  -1.81900  6.56091
H  1.55464  2.77589  -7.91078
H  -5.47739  4.64852  9.10798
H  5.24891  -0.68641  2.57172
H  -3.46581  6.15005  6.23542
H  9.13485  -0.53806  2.03103
H  -5.73781  5.86495  6.90797
H  -1.41121  0.48152  -1.69040
H  -3.88820  -3.22748  -9.21615
H  6.87431  -1.44362  0.75596
H  1.39641  0.14989  -0.76886
H  -6.23172  -0.22019  -10.12723
H  -6.87436  -1.07116  -2.81020
H  8.92261  -2.03202  2.96715
H  -5.54659  -3.26028  -8.69197
H  -3.82519  -0.86542  -9.46088
H  6.42156  0.44030  2.28525
H  0.03654  -5.95554  3.00275
H  2.71056  -7.80096  1.23254
H  3.84858  5.25998  -5.50537
H  -5.40613  3.67041  -3.47817
H  4.17611  -7.97912  -3.75754
H  -4.45699  3.52382  5.92035
H  -4.89705  3.23473  8.31368
H  2.41040  9.57553  2.35247
H  6.75870  -0.60072  3.67649
H  -0.78329  10.10416  1.18162
H  2.39862  -7.17475  2.77100
H  -4.70578  2.84814  -4.53898
H  -6.71786  -0.75912  -8.45089
H  -8.04783  -1.00718  1.52312
H  4.74819  -5.53677  -3.59190
H  -2.88030  4.65553  7.00273
H  -1.12762  -0.44052  7.61744
H  0.57390  8.65060  2.90157
H  -0.87554  -5.45817  1.72972
H  5.30404  -5.38837  -5.23107
H  2.82343  0.37331  7.26380
H  -4.65866  -1.36255  -6.83891
H  0.37211  7.46533  -0.00312
H  1.81551  1.74359  7.45644
H  3.96324  -4.39850  -4.59896
H  -0.49052  -0.82877  0.90043
H  -7.49841  0.00032  0.53572
H  4.75937  6.12952  0.21089
H  -5.11639  -2.00093  7.12153
H  2.90413  -8.48630  -4.81920
H  2.89304  2.45563  -8.54167
H  9.21498  -2.21492  1.39720
H  0.90212  -1.28581  -7.60662
H  4.41972  5.32881  -1.02822
H  0.60404  1.58206  -1.56114
H  0.51005  0.14551  6.28630
H  -0.72258  0.88863  0.79920
H  -7.28438  -2.05339  -3.88677
H  -0.17678  -1.27505  -2.50868
H  -0.71745  7.38342  1.33010
H  0.79484  6.58608  1.42856
H  0.85711  10.39004  0.39483
H  0.75311  -6.78451  0.20138
H  -4.84347  -2.61656  5.76564
H  2.73177  -5.48143  -6.60873
H  -3.51053  5.95887  7.97453
H  -5.73697  0.61462  -8.62338
H  5.82853  -2.95647  1.90804
H  1.36630  -8.44270  2.12867
H  -0.36556  -1.99938  -7.18746
H  -6.59443  3.87957  8.02497
H  0.11886  -2.25940  7.10546
H  2.42466  -6.24672  -4.57153
H  1.01115  0.25761  -2.47707
H  0.43800  10.85184  2.04449
H  4.48845  -8.28685  -5.49618
H  1.03973  -4.60966  0.78371
H  1.22787  -1.91234  8.35842
H  -2.05839  -0.31861  0.46155
H  2.17951  0.65694  8.83899
H  -5.11400  -2.83799  -10.37169



C14H22InN2O5S3 | ωB97M-V with the def2-TZVPD basis set

The calculation puts the strongest force on any atom at 3.03 eV Å⁻¹. As for the LUMO energy: -15.96 eV. Its spin multiplicity is 1. The net charge is +3.

Atoms and positions in Å:
In  3.73187  4.90289  3.41972
S  1.77274  2.35845  1.95628
S  3.76733  4.18749  0.71406
S  -0.65264  -3.89769  1.73362
O  -3.19733  -2.36284  0.31847
O  -1.51679  -2.87088  2.63872
O  -1.28639  -3.37816  0.33997
O  0.72479  -3.60088  1.68709
O  -1.08039  -5.17294  2.09409
N  0.38288  4.02429  -2.29671
N  1.32697  3.80968  -0.27813
C  -0.50180  0.72002  2.02978
C  2.29949  3.50481  0.75401
C  0.09479  4.23284  -0.03377
C  1.48454  3.68668  -1.66903
C  0.39927  -1.69507  -2.29807
C  -1.65617  -1.62301  1.96521
C  0.92115  -0.26001  -2.34954
C  -1.07273  -1.79838  -1.97245
C  -0.48802  4.36695  -1.38114
C  -0.41634  -0.79046  2.37184
C  -1.48656  -1.08791  -0.67102
C  1.32343  -2.62756  -1.45838
C  -1.81650  -2.10647  0.46897
C  0.68082  1.16861  1.10204
H  1.48206  -3.56680  -1.96943
H  -0.35070  4.41757  0.92490
H  -0.45643  1.34031  2.91586
H  1.28268  0.32838  0.78127
H  -2.55202  -1.16524  2.36846
H  -1.35654  -2.84496  -1.99967
H  0.16568  0.45497  -2.03044
H  0.88205  -2.82482  -0.48237
H  0.48842  -2.10288  -3.32182
H  -1.42121  0.88687  1.48066
H  -1.49263  4.68258  -1.60073
H  0.26054  1.59714  0.19778
H  -1.64545  -1.33510  -2.78443
H  -3.72766  -1.59920  0.58507
H  -2.39471  -0.53782  -0.87043
H  0.50490  -1.23960  2.02536
H  -0.38983  -0.87733  3.45208
H  2.42474  3.33161  -2.05901
H  2.29369  -2.16842  -1.32968
H  1.20490  0.01360  -3.36618
H  -0.74580  -0.35487  -0.36820
H  1.80490  -0.12645  -1.73466



C8H8N2O3S | ωB97M-V with the def2-TZVPD basis set

The calculation puts the strongest force on any atom at 5.41 eV Å⁻¹. As for the LUMO energy: -1.33 eV. As for the relative energy (zero: lowest compared OMol25 entry of this formula, charge and spin): 62.22 kcal per mole. Its spin multiplicity is 1. The net charge is 0.

Atoms and positions in Å:
S  2.54999  0.59296  -0.81769
O  1.93625  1.75734  -1.46566
O  2.53203  -0.62849  -1.55980
O  3.59819  0.78308  0.15722
N  0.16761  1.92788  1.54247
N  1.23091  0.25123  0.46362
C  -2.39664  1.43216  -1.01735
C  1.76871  -1.44369  1.37360
C  -1.92536  1.95194  0.18761
C  -0.63481  -0.12716  -1.33078
C  -1.83132  0.43529  -1.74910
C  1.21034  1.15419  1.45713
C  -0.07797  0.38278  -0.15519
C  -0.66798  1.47665  0.50178
H  2.08796  1.21280  2.16171
H  -2.04576  0.18720  -2.79988
H  2.08225  -2.13675  0.53631
H  0.87858  -1.78083  2.00496
H  -0.26128  -0.83370  -1.99412
H  -3.31745  1.80058  -1.47280
H  2.63330  -0.99845  1.96650
H  -2.26030  2.76710  0.87614



C20H23N5O6S | ωB97M-V with the def2-TZVPD basis set

The calculation puts the strongest force on any atom at 1.33 eV Å⁻¹. As for the LUMO energy: -0.42 eV. As for the relative energy (zero: lowest compared OMol25 entry of this formula, charge and spin): 139.68 kcal per mole. Its spin multiplicity is 1. Its structure (SMILES) is CCOc1ccc(NC(=O)COn2nnc3ccc(S(=O)(=O)N4CCOCC4)cc32)cc1. The net charge is 0.

Atoms and positions in Å:
S  -1.94001  4.43172  1.78762
O  2.32052  -6.52234  -4.07839
O  -2.23710  5.62050  1.03981
O  -1.65818  -3.44665  0.17770
O  0.46839  -0.85880  1.54894
O  -1.02695  7.19016  4.42923
O  -3.02512  3.65469  2.30606
N  0.54656  -2.96573  -0.20335
N  1.42379  -0.22009  -0.49851
N  -0.87200  4.71850  3.05091
N  0.64713  0.04732  0.55099
N  1.48296  0.78190  -1.26779
C  2.15878  -3.73210  -1.79658
C  -0.66323  2.10427  1.25981
C  0.11257  -4.96401  -1.56210
C  0.72347  1.78656  -0.74698
C  2.58416  -4.62097  -2.75673
C  1.78137  -5.69981  -3.13774
C  -0.65488  -2.79594  0.37562
C  1.55496  -7.58541  -4.60860
C  0.54063  -5.85697  -2.52970
C  -0.70708  -1.65738  1.41458
C  0.08121  5.78152  2.79306
C  -1.46011  4.80724  4.37548
C  0.16039  1.31537  0.46809
C  -0.52301  7.15344  3.11170
C  -0.37104  3.85446  -0.41660
C  0.91561  -3.89665  -1.18790
C  -2.02217  6.20888  4.62123
C  -0.90340  3.36904  0.78241
C  0.51530  -7.11414  -5.62147
C  0.45051  3.07866  -1.20106
H  0.87008  3.43442  -2.12706
H  0.95849  5.60105  3.42274
H  3.54401  -4.50448  -3.23387
H  1.08336  -8.16308  -3.80406
H  -0.85223  -5.09517  -1.10172
H  -0.20837  -6.44993  -5.15560
H  -0.83618  -2.10858  2.40135
H  -0.64118  4.85747  -0.70739
H  -0.11138  -6.67507  -2.79080
H  -1.10117  1.77041  2.18527
H  0.36964  5.72692  1.74330
H  1.00593  -6.57478  -6.42777
H  -0.00719  -7.97180  -6.03621
H  -1.58501  -1.03660  1.20288
H  -0.67694  4.57904  5.10515
H  2.78429  -2.89645  -1.51867
H  -1.32663  7.36233  2.39223
H  2.29055  -8.22570  -5.10396
H  0.23737  7.93404  3.05513
H  -2.86154  6.38108  3.93043
H  -2.36419  6.31918  5.65145
H  1.27553  -2.29226  0.00793
H  -2.25127  4.06072  4.42953